Entry 1:
Molecular formula: C11H14S3
Method: DFT, wB97M-V/def2-TZVPD

Last column: natural (NBO) charge in e.
CARTESIAN COORDINATES (ANGSTROEM)
C: 2.59 -1.83 0.21  -0.2277
C: 2.36 -0.78 1.16  -0.2225
H: 2.89 1.25 1.67  0.2131
H: -4.33 -0.20 -0.97  0.2324
S: -2.99 -1.27 0.68  0.4930
C: -2.00 0.02 1.08  -0.5346
C: 4.55 -0.03 -2.50  -0.6247
C: 3.27 -1.58 -0.96  -0.2229
C: -5.06 0.62 0.90  -0.4304
H: -4.51 2.69 1.30  0.2501
H: 4.57 -0.92 -3.14  0.2080
C: -4.12 1.81 0.78  -0.5383
H: 2.17 -2.81 0.43  0.2134
H: 3.39 -2.37 -1.71  0.1990
H: -3.93 2.05 -0.27  0.2323
H: -0.93 -0.20 1.19  0.3284
C: 3.00 0.47 0.92  -0.2237
H: -5.22 0.33 1.94  0.2297
H: -5.23 -1.37 0.05  0.2501
H: -6.03 0.92 0.48  0.2335
H: 4.11 1.69 -0.46  0.1991
C: -4.53 -0.53 0.06  -0.5383
C: 3.82 -0.31 -1.22  -0.0447
H: 5.59 0.28 -2.31  0.2120
S: -2.49 1.56 1.56  0.4929
S: 1.33 -0.99 2.44  -0.3655
H: 4.08 0.79 -3.06  0.2080
C: 3.68 0.70 -0.26  -0.2215

Calculated values
molar mass = 242.43 g mol⁻¹
energy above the lowest of the compared OMol25 structures with the same formula, charge and spin = 57.23 kcal per mole


Entry 2:
Molecular formula: C5H11NO
Method: DFT, wB97M-V/def2-TZVPD

Last column: natural (NBO) charge in e.
CARTESIAN COORDINATES (ANGSTROEM)
H: -1.63 -1.65 -0.81  0.2335
H: 2.21 -0.92 -2.60  0.1540
H: 1.79 -0.24 0.90  0.2635
H: -1.37 2.81 1.05  0.3699
H: 1.08 1.34 1.21  0.2261
C: -1.07 -1.17 0.10  -0.5946
N: -1.60 1.88 0.77  -0.9992
O: 2.01 -1.76 -0.71  -0.5697
C: 0.72 -0.03 -1.41  -0.2024
H: -0.38 -2.00 0.44  0.2648
H: -2.57 1.65 0.77  0.3545
H: -1.76 -0.87 0.88  0.2253
C: -0.08 0.03 -0.12  -0.0678
H: 0.59 0.82 -2.02  0.2123
H: 0.46 -0.16 2.10  0.2222
C: 0.86 0.27 1.10  -0.6480
H: -0.90 0.93 -0.02  0.3251
C: 1.64 -0.95 -1.64  0.2307

Calculated values
molar mass = 101.15 g mol⁻¹
energy above the lowest of the compared OMol25 structures with the same formula, charge and spin = 189.37 kcal per mole